The following is a quantum chemistry calculation of the ion C8H13N2O with charge +1 in a non-equilibrium geometry, from OMol25.

Results
Total charge: +1
SMILES string: C=CC=C=NCCO/C=[NH+]/C
Maximum force: 5.93 eV/Å
E: -13523.8973 eV

Cartesian coordinates (Å):
1 C -2.839814 0.147336 0.475662
2 C -3.715215 0.155104 -0.567785
3 C -1.565065 -0.157465 0.598970
4 C -4.899972 0.752954 -0.637954
5 C 0.300451 -1.722759 0.598129
6 C 1.378571 -1.996948 -0.508392
7 C 2.273261 0.172973 -0.230464
8 C 3.118191 2.233031 0.479435
9 N -0.356255 -0.420152 0.514954
10 N 3.329084 0.945310 -0.184867
11 O 2.425015 -1.062225 -0.621512
12 H -3.336794 0.594994 1.394331
13 H -3.341291 -0.302168 -1.457020
14 H -5.493547 0.544366 -1.530069
15 H -5.302585 1.138085 0.290236
16 H -0.343291 -2.659844 0.540440
17 H 0.878713 -1.844873 1.463150
18 H 1.950679 -2.891603 -0.505809
19 H 0.752060 -2.026610 -1.496040
20 H 1.362397 0.252103 0.409944
21 H 2.774934 2.889342 -0.403235
22 H 2.383579 2.101234 1.247536
23 H 4.141331 2.486573 0.850604
24 H 4.125572 0.671250 -0.720241

Forces on atoms 1 to 6 (eV/Å):
C 1.4767 1.3895 5.5737
C -1.1412 0.0134 -3.9180
C 0.3251 -1.0048 -1.2570
C -0.0826 -1.2127 0.4379
C 0.0411 -2.3066 -1.1840
C -3.7262 0.7239 -2.5306